(1)
{
  "formula": "C36H35CeN6O2S",
  "method": "ωB97M-V/def2-TZVPD",
  "symbols": ["Ce", "C", "O", "C", "C", "C", "C", "C", "C", "N", "N", "C", "C", "O", "C", "C", "C", "C", "C", "C", "C", "C", "H", "H", "H", "H", "H", "H", "H", "H", "H", "H", "H", "H", "H", "S", "C", "C", "C", "C", "C", "N", "H", "H", "H", "H", "C", "C", "N", "C", "C", "N", "C", "C", "H", "H", "H", "H", "H", "H", "H", "H", "H", "H", "H", "H", "C", "C", "C", "C", "C", "C", "C", "C", "N", "H", "H", "H", "H", "H", "H"],
  "coordinates": [[-0.639, 0.103, -0.278], [-2.614, 2.210, 1.923], [-1.339, 1.621, 1.709], [-0.451, 1.684, 2.771], [-0.795, 2.179, 4.020], [0.146, 2.283, 5.030], [1.454, 1.899, 4.801], [1.802, 1.382, 3.572], [0.871, 1.237, 2.539], [1.215, 0.642, 1.311], [2.466, 0.281, 1.290], [3.052, -0.395, 0.301], [2.403, -0.874, -0.893], [1.189, -0.607, -1.185], [3.149, -1.716, -1.780], [4.421, -2.087, -1.513], [5.107, -1.599, -0.370], [6.445, -1.954, -0.144], [7.150, -1.411, 0.898], [6.514, -0.516, 1.762], [5.188, -0.189, 1.586], [4.447, -0.718, 0.519], [-3.240, 1.571, 2.560], [-3.077, 2.318, 0.941], [-2.509, 3.202, 2.370], [-1.804, 2.497, 4.230], [-0.145, 2.679, 5.991], [2.197, 1.994, 5.579], [2.815, 1.077, 3.379], [2.641, -2.056, -2.672], [4.954, -2.748, -2.183], [6.905, -2.669, -0.815], [8.191, -1.664, 1.042], [7.078, -0.078, 2.573], [4.716, 0.506, 2.264], [-1.541, -1.769, 1.625], [-3.074, -1.178, 1.152], [-4.263, -1.650, 1.745], [-5.470, -1.187, 1.290], [-5.495, -0.227, 0.271], [-4.293, 0.201, -0.244], [-3.103, -0.246, 0.165], [-4.191, -2.381, 2.535], [-6.395, -1.562, 1.703], [-6.426, 0.165, -0.103], [-4.257, 0.936, -1.042], [-2.797, -2.171, -2.175], [-3.134, -3.281, -3.190], [-1.911, -3.858, -3.722], [-1.153, -2.822, -4.406], [-0.814, -1.672, -3.428], [-1.337, -1.983, -2.082], [-0.732, -3.258, -1.645], [-1.117, -4.393, -2.627], [-3.171, -2.442, -1.186], [-3.245, -1.216, -2.468], [-3.715, -2.884, -4.024], [-3.713, -4.076, -2.717], [-1.758, -2.467, -5.243], [-0.250, -3.283, -4.812], [-1.262, -0.728, -3.757], [0.267, -1.532, -3.339], [-1.085, -3.480, -0.632], [0.353, -3.120, -1.611], [-1.710, -5.166, -2.132], [-0.230, -4.867, -3.056], [-1.006, 1.996, -1.916], [-0.431, 2.983, -1.026], [-1.212, 3.981, -0.395], [-0.666, 4.855, 0.514], [0.703, 4.816, 0.812], [1.519, 3.902, 0.122], [0.968, 3.021, -0.773], [1.245, 5.663, 1.792], [1.684, 6.333, 2.618], [-0.342, 1.775, -2.762], [-1.995, 2.289, -2.284], [-2.263, 4.055, -0.649], [-1.283, 5.602, 0.996], [2.587, 3.913, 0.298], [1.614, 2.338, -1.325]],
  "multiplicity": 1,
  "fmax_ha_per_bohr": 0.0485,
  "homo_lumo_gap_ev": [5.879, 5.808],
  "relative_energy_kj_mol": 14.0,
  "e_homo_ev": [-10.3, -10.3],
  "energy_ha": -2744.9703,
  "total_charge": 1,
  "lumo_energy_ev": [-4.4, -4.5]
}

***

(2)
{
  "formula": "C36H35N13O2SV",
  "method": "ωB97M-V/def2-TZVPD",
  "symbols": ["V", "C", "N", "C", "N", "C", "N", "C", "C", "C", "C", "C", "C", "C", "N", "N", "C", "O", "C", "C", "C", "C", "C", "C", "N", "C", "N", "C", "N", "C", "H", "H", "H", "H", "H", "H", "H", "H", "H", "H", "H", "H", "H", "H", "H", "H", "N", "C", "N", "C", "C", "C", "C", "C", "C", "H", "H", "H", "H", "H", "H", "C", "N", "C", "C", "N", "C", "S", "H", "H", "H", "H", "H", "H", "H", "H", "O", "N", "C", "C", "C", "C", "C", "H", "H", "H", "H", "H"],
  "coordinates": [[-1.497, -0.851, -0.737], [3.870, -0.295, -2.398], [2.429, -0.099, -2.289], [1.545, -0.839, -1.629], [0.365, -0.227, -1.627], [0.612, 0.913, -2.336], [1.849, 1.025, -2.741], [4.627, 0.570, -1.418], [5.888, 1.041, -1.761], [6.644, 1.757, -0.844], [6.145, 2.018, 0.420], [4.870, 1.571, 0.758], [4.115, 0.851, -0.159], [4.363, 1.817, 2.107], [5.041, 1.910, 3.196], [4.125, 2.089, 4.218], [2.961, 2.088, 3.674], [3.019, 1.922, 2.322], [1.665, 2.196, 4.340], [1.611, 2.068, 5.726], [0.388, 2.141, 6.370], [-0.775, 2.343, 5.640], [-0.721, 2.490, 4.259], [-1.991, 2.784, 3.492], [-1.908, 2.311, 2.116], [-1.932, 1.061, 1.666], [-1.581, 1.037, 0.387], [-1.367, 2.354, 0.104], [-1.545, 3.149, 1.127], [0.504, 2.413, 3.608], [4.160, -0.077, -3.424], [4.051, -1.355, -2.213], [1.765, -1.800, -1.194], [-0.136, 1.651, -2.571], [6.288, 0.843, -2.748], [7.626, 2.116, -1.120], [6.725, 2.569, 1.146], [3.123, 0.515, 0.122], [2.527, 1.916, 6.281], [0.339, 2.042, 7.445], [-1.728, 2.401, 6.152], [-2.177, 3.855, 3.424], [-2.856, 2.321, 3.967], [-2.205, 0.210, 2.267], [-1.072, 2.732, -0.858], [0.569, 2.546, 2.536], [-1.561, -4.911, -2.109], [-1.734, -3.865, -1.282], [-1.363, -2.726, -1.820], [-0.910, -3.048, -3.103], [-0.414, -2.244, -4.132], [-0.055, -2.863, -5.311], [-0.181, -4.251, -5.482], [-0.673, -5.059, -4.480], [-1.033, -4.427, -3.294], [-1.792, -5.868, -1.897], [-2.132, -3.969, -0.286], [-0.314, -1.173, -4.018], [0.331, -2.268, -6.127], [0.112, -4.694, -6.424], [-0.776, -6.127, -4.613], [-3.611, -0.490, -3.696], [-4.525, 0.281, -2.888], [-5.317, 1.384, -3.445], [-6.187, 1.824, -2.253], [-5.606, 1.052, -1.154], [-4.734, 0.133, -1.582], [-4.085, -1.078, -0.571], [-4.018, -0.590, -4.701], [-3.486, -1.479, -3.258], [-2.634, 0.002, -3.773], [-5.909, 1.025, -4.285], [-4.662, 2.182, -3.800], [-7.237, 1.568, -2.395], [-6.109, 2.891, -2.059], [-6.020, 0.966, -0.241], [-0.973, -1.858, 0.996], [-0.221, -1.656, 2.063], [1.004, -1.111, 1.953], [1.809, -0.978, 3.063], [1.341, -1.373, 4.305], [0.063, -1.905, 4.397], [-0.701, -2.046, 3.260], [1.278, -0.809, 0.953], [2.801, -0.567, 2.940], [1.961, -1.270, 5.184], [-0.349, -2.227, 5.342], [-1.693, -2.472, 3.227]],
  "multiplicity": 4,
  "fmax_ha_per_bohr": 0.0041,
  "homo_lumo_gap_ev": [7.877, 7.964],
  "relative_energy_kj_mol": 20.1,
  "s_squared": 3.76,
  "e_homo_ev": [-12.9, -13.0],
  "energy_ha": -3596.9829,
  "total_charge": 2,
  "lumo_energy_ev": [-5.0, -5.0]
}

***

(3)
{
  "formula": "C36H35N5O12Re",
  "method": "ωB97M-V/def2-TZVPD",
  "symbols": ["Re", "O", "C", "O", "C", "C", "C", "C", "C", "O", "C", "C", "O", "O", "H", "H", "H", "H", "H", "H", "H", "H", "C", "O", "C", "C", "C", "C", "C", "C", "N", "C", "N", "C", "C", "C", "C", "C", "C", "O", "C", "N", "C", "C", "C", "C", "C", "C", "O", "C", "H", "H", "H", "H", "H", "H", "H", "H", "H", "H", "H", "H", "H", "H", "H", "H", "H", "H", "H", "H", "H", "H", "C", "C", "N", "C", "C", "N", "C", "O", "O", "C", "O", "O", "H", "H", "H", "H", "H"],
  "coordinates": [[0.544, -0.117, -0.016], [4.227, -1.940, 0.995], [3.154, -1.378, 1.080], [2.611, -0.662, 0.154], [2.373, -1.482, 2.412], [1.795, -0.121, 2.811], [1.375, -0.088, 4.273], [0.121, -0.997, 4.269], [-0.002, -1.364, 2.796], [0.486, -0.150, 2.143], [1.078, -2.373, 2.381], [0.731, -2.949, 1.018], [0.780, -4.122, 0.759], [0.305, -2.036, 0.159], [3.063, -1.861, 3.161], [2.342, 0.743, 2.444], [2.170, -0.452, 4.921], [1.126, 0.929, 4.574], [0.234, -1.888, 4.884], [-0.764, -0.461, 4.607], [-1.004, -1.569, 2.427], [1.152, -3.205, 3.078], [-0.434, 1.577, -5.452], [-1.582, 0.949, -6.019], [-1.854, -0.368, -5.852], [-2.917, -0.828, -6.639], [-3.347, -2.135, -6.573], [-2.728, -3.038, -5.713], [-1.682, -2.598, -4.933], [-1.229, -1.277, -4.990], [-0.164, -0.912, -4.112], [-0.365, -0.518, -2.833], [-1.642, -0.368, -2.483], [-2.234, 0.046, -1.276], [-1.507, 0.256, -0.109], [-2.248, 0.743, 0.983], [-3.610, 0.971, 0.916], [-4.317, 0.677, -0.248], [-3.624, 0.207, -1.346], [-4.217, -0.197, -2.523], [-5.315, 0.559, -3.009], [0.682, -0.281, -2.025], [1.960, -0.624, -2.614], [2.454, -1.904, -2.381], [3.617, -2.339, -2.983], [4.298, -1.492, -3.847], [3.820, -0.216, -4.083], [2.658, 0.237, -3.462], [2.245, 1.497, -3.800], [2.041, 2.425, -2.731], [-0.429, 2.581, -5.867], [0.488, 1.070, -5.730], [-0.500, 1.637, -4.365], [-3.386, -0.115, -7.304], [-4.170, -2.455, -7.198], [-3.061, -4.064, -5.653], [-1.184, -3.267, -4.242], [0.791, -1.088, -4.383], [-2.318, -0.599, -3.202], [-1.732, 0.960, 1.912], [-4.142, 1.351, 1.779], [-5.391, 0.798, -0.287], [-6.177, 0.499, -2.343], [-5.583, 0.121, -3.968], [-5.036, 1.604, -3.151], [1.902, -2.553, -1.711], [3.993, -3.330, -2.770], [5.212, -1.818, -4.325], [4.337, 0.471, -4.739], [2.122, 3.415, -3.177], [2.820, 2.306, -1.973], [1.066, 2.314, -2.263], [-2.799, 3.806, -2.645], [-1.885, 3.923, -1.480], [-0.909, 3.099, -1.190], [-0.365, 3.562, -0.021], [-1.023, 4.700, 0.394], [-1.990, 4.898, -0.545], [-0.955, 5.683, 1.510], [0.018, 5.553, 2.386], [-1.782, 6.563, 1.563], [0.738, 2.890, 0.693], [1.305, 3.427, 1.635], [1.083, 1.697, 0.295], [-2.292, 3.270, -3.445], [-3.107, 4.783, -3.016], [-3.690, 3.243, -2.363], [-2.639, 5.669, -0.494], [0.613, 4.791, 2.141]],
  "multiplicity": 2,
  "fmax_ha_per_bohr": 0.0129,
  "homo_lumo_gap_ev": [6.859, 7.243],
  "relative_energy_kj_mol": 36.3,
  "s_squared": 0.76,
  "e_homo_ev": [-7.9, -8.0],
  "energy_ha": -2647.9136,
  "total_charge": 0,
  "lumo_energy_ev": [-1.1, -0.7]
}

***

(4)
{
  "formula": "C36H36AuN3OS5Te",
  "method": "ωB97M-V/def2-TZVPD",
  "symbols": ["Au", "C", "C", "N", "C", "C", "C", "C", "C", "C", "C", "C", "C", "N", "C", "H", "H", "H", "H", "H", "H", "H", "H", "C", "C", "O", "N", "Te", "C", "C", "C", "C", "C", "C", "C", "C", "C", "C", "C", "C", "C", "C", "C", "C", "C", "C", "H", "H", "H", "H", "H", "H", "H", "H", "H", "H", "H", "H", "H", "H", "H", "H", "H", "H", "H", "H", "H", "H", "H", "H", "H", "C", "S", "C", "C", "S", "S", "C", "S", "S", "H", "H", "H"],
  "coordinates": [[-0.648, -1.582, 1.168], [3.388, 1.830, 2.542], [2.977, 0.587, 2.075], [1.812, 0.045, 2.415], [1.014, 0.740, 3.213], [1.252, 2.056, 3.614], [2.507, 2.574, 3.298], [0.251, 2.872, 4.300], [-1.079, 2.758, 4.235], [-1.862, 1.786, 3.470], [-3.155, 2.091, 3.041], [-3.872, 1.176, 2.300], [-3.259, -0.010, 1.934], [-2.017, -0.311, 2.311], [-1.376, 0.531, 3.129], [4.372, 2.207, 2.297], [3.598, 0.003, 1.406], [2.778, 3.564, 3.646], [0.641, 3.728, 4.841], [-1.661, 3.528, 4.730], [-3.592, 3.047, 3.308], [-4.891, 1.371, 1.999], [-3.768, -0.754, 1.336], [1.134, -1.260, 5.270], [-0.182, -0.957, 4.610], [-1.220, -1.513, 4.872], [-0.160, 0.087, 3.679], [-0.285, 0.947, -0.619], [-1.709, 1.670, -2.031], [-1.381, 2.821, -2.764], [-0.042, 3.503, -2.665], [-2.323, 3.339, -3.646], [-3.578, 2.768, -3.807], [-4.589, 3.355, -4.755], [-3.877, 1.636, -3.064], [-2.965, 1.064, -2.183], [-3.397, -0.204, -1.481], [1.230, 0.274, -1.951], [2.486, 0.891, -1.969], [2.842, 2.147, -1.210], [3.488, 0.340, -2.772], [3.278, -0.784, -3.550], [4.376, -1.362, -4.403], [2.012, -1.361, -3.534], [0.983, -0.857, -2.753], [-0.363, -1.526, -2.825], [1.368, -0.461, 5.977], [1.946, -1.329, 4.548], [1.037, -2.194, 5.815], [0.229, 3.706, -1.629], [-0.055, 4.446, -3.209], [0.740, 2.874, -3.097], [-2.066, 4.221, -4.222], [-4.182, 4.215, -5.284], [-5.483, 3.678, -4.219], [-4.902, 2.616, -5.494], [-4.853, 1.171, -3.174], [-3.429, -1.035, -2.189], [-4.404, -0.090, -1.075], [-2.719, -0.481, -0.678], [2.137, 2.376, -0.416], [2.872, 3.001, -1.889], [3.838, 2.052, -0.773], [4.461, 0.821, -2.785], [5.348, -0.959, -4.123], [4.208, -1.131, -5.457], [4.412, -2.448, -4.309], [1.820, -2.230, -4.154], [-0.333, -2.370, -3.513], [-1.119, -0.825, -3.181], [-0.687, -1.891, -1.848], [3.296, -5.431, 0.934], [1.974, -6.571, 0.448], [0.559, -5.992, 1.255], [0.028, -4.690, 1.297], [0.657, -3.380, 0.445], [-1.445, -4.535, 2.206], [-1.708, -6.230, 2.523], [-3.046, -6.823, 3.187], [-0.379, -7.222, 1.989], [4.148, -5.731, 0.328], [3.527, -5.574, 1.987], [3.040, -4.401, 0.721]],
  "multiplicity": 2,
  "fmax_ha_per_bohr": 0.0075,
  "homo_lumo_gap_ev": [7.132, 4.622],
  "relative_energy_kj_mol": 0.0,
  "s_squared": 0.78,
  "e_homo_ev": [-10.0, -10.0],
  "energy_ha": -4027.3901,
  "total_charge": 1,
  "lumo_energy_ev": [-2.8, -5.3]
}

***

(5)
{
  "formula": "C36H36Br2Cl5N7O4V",
  "method": "ωB97M-V/def2-TZVPD",
  "symbols": ["V", "Cl", "C", "C", "Cl", "C", "Cl", "C", "O", "C", "Cl", "C", "Cl", "Br", "C", "Br", "H", "H", "C", "C", "C", "C", "C", "C", "N", "C", "C", "C", "C", "C", "C", "H", "H", "H", "H", "H", "H", "H", "H", "H", "H", "C", "N", "N", "C", "O", "C", "C", "C", "C", "C", "C", "C", "C", "C", "H", "H", "H", "H", "H", "H", "H", "H", "H", "H", "H", "H", "N", "C", "N", "C", "C", "O", "C", "C", "H", "H", "H", "H", "H", "H", "H", "H", "N", "C", "N", "O", "H", "H", "H", "H"],
  "coordinates": [[0.482, -0.152, 0.432], [0.736, -7.692, 0.933], [0.374, -6.009, 0.915], [1.077, -5.143, 0.079], [2.318, -5.752, -0.941], [0.762, -3.797, 0.048], [1.630, -2.697, -0.955], [-0.285, -3.235, 0.829], [-0.659, -2.024, 0.734], [-0.948, -4.149, 1.692], [-2.192, -3.487, 2.680], [-0.637, -5.495, 1.728], [-1.504, -6.555, 2.764], [0.961, 2.712, -1.253], [-0.292, 4.191, -0.860], [-2.152, 3.684, -1.000], [-0.126, 4.984, -1.586], [-0.124, 4.543, 0.156], [5.116, 0.977, -2.596], [3.866, 0.475, -2.911], [2.953, 0.171, -1.922], [3.258, 0.344, -0.560], [4.542, 0.849, -0.264], [5.438, 1.168, -1.261], [2.347, 0.063, 0.427], [2.899, -0.079, 1.710], [2.936, 0.982, 2.623], [3.444, 0.796, 3.894], [3.952, -0.437, 4.273], [3.943, -1.486, 3.370], [3.430, -1.311, 2.099], [5.822, 1.223, -3.374], [3.595, 0.317, -3.947], [1.985, -0.212, -2.197], [4.821, 1.016, 0.767], [6.401, 1.582, -0.996], [2.549, 1.948, 2.318], [3.460, 1.622, 4.591], [4.375, -0.573, 5.258], [4.353, -2.445, 3.652], [3.433, -2.127, 1.389], [-5.509, 3.004, 1.489], [-4.755, 1.767, 1.542], [-3.366, 1.854, 1.536], [-2.833, 0.801, 0.774], [-1.635, 0.648, 0.573], [-3.973, 0.060, 0.319], [-5.093, 0.688, 0.760], [-6.524, 0.360, 0.546], [-2.711, 2.557, 2.543], [-1.378, 2.937, 2.387], [-0.752, 3.667, 3.376], [-1.435, 4.027, 4.528], [-2.739, 3.599, 4.710], [-3.378, 2.864, 3.732], [-4.976, 3.769, 2.053], [-6.490, 2.841, 1.935], [-5.626, 3.360, 0.460], [-3.912, -0.846, -0.249], [-6.608, -0.542, -0.051], [-7.036, 1.177, 0.037], [-7.011, 0.206, 1.509], [-0.836, 2.612, 1.515], [0.282, 3.954, 3.257], [-0.949, 4.618, 5.288], [-3.261, 3.826, 5.628], [-4.380, 2.499, 3.902], [0.378, -0.043, 2.270], [0.169, -0.184, 3.403], [0.102, -0.309, 4.704], [-0.525, 0.710, 5.523], [0.184, 0.740, 6.879], [0.164, -0.527, 7.491], [0.823, -1.483, 6.692], [0.158, -1.624, 5.321], [-1.590, 0.483, 5.673], [-0.436, 1.675, 5.026], [-0.328, 1.425, 7.558], [1.226, 1.066, 6.740], [0.769, -2.427, 7.236], [1.876, -1.192, 6.559], [-0.854, -2.034, 5.439], [0.740, -2.290, 4.685], [-0.644, -0.765, -3.742], [-0.695, -0.882, -2.387], [-1.554, -1.780, -1.870], [-0.004, -0.142, -1.693], [-1.127, -1.387, -4.362], [0.021, -0.116, -4.122], [-1.921, -2.526, -2.433], [-1.453, -1.918, -0.861]],
  "multiplicity": 4,
  "fmax_ha_per_bohr": 0.0909,
  "homo_lumo_gap_ev": [6.269, 6.946],
  "s_squared": 3.76,
  "e_homo_ev": [-6.1, -6.8],
  "energy_ha": -10470.7381,
  "total_charge": 0,
  "lumo_energy_ev": [0.2, 0.1]
}